Entry 1:
# C21H20N2O3

One molecule with the formula C21H20N2O3 in a non-equilibrium geometry (wB97M-V/def2-TZVPD, the OMol25 dataset).

```
46
Properties=species:S:1:pos:R:3:forces:R:3
H -1.5734 -4.6033 0.4884 0.00 0.67 0.07
H -3.4987 3.5536 -0.5327 0.46 -0.57 0.54
C -1.6437 -2.1556 -1.3521 -0.01 -0.49 -0.96
C 3.1268 0.2461 2.4140 0.71 -0.68 0.52
C -0.3582 4.0952 -2.3885 -0.88 -2.26 1.76
C 0.3341 3.1074 -3.0600 0.56 1.46 -0.47
C -2.1391 -0.3416 -3.0508 -0.20 0.87 0.35
C -1.4088 -0.7577 -1.7978 0.97 0.81 0.37
H -3.9394 2.4846 0.8789 0.98 0.34 -0.55
C 3.5418 -0.8289 3.1517 -0.01 1.87 -0.55
H 1.8488 -4.1161 2.1867 -0.92 0.54 -0.03
C 0.3456 1.8200 -2.6059 -1.06 -0.74 0.64
H -1.8335 -3.2973 1.6945 0.13 0.10 -0.21
N -1.1016 3.7417 -1.2881 -0.01 0.67 -0.51
C 0.8724 -2.3427 1.4118 -0.79 -1.00 -0.68
H -0.3229 5.1182 -2.7263 -0.25 0.20 0.29
C 0.0022 -1.8255 0.4011 0.96 0.77 1.21
H -2.1683 0.7687 -3.1814 0.22 -0.93 0.16
H 0.9125 3.4018 -3.9128 0.24 -0.05 -0.40
O -2.3494 -2.9157 -2.0214 0.28 0.65 0.94
C -1.2006 2.4733 -0.8683 0.93 1.47 -1.62
O 2.7993 -1.9356 2.9038 -0.65 -0.73 -0.01
H 0.0964 -3.9461 2.6080 0.24 -0.19 -0.06
H -2.9154 -3.4724 0.2777 0.61 0.08 0.15
H 1.3180 1.4019 0.3726 -0.14 0.02 -0.28
C -3.1090 3.0655 0.3914 -1.09 0.29 0.29
C 3.8749 1.5503 2.4239 -0.80 -0.50 0.36
C -0.4659 1.4691 -1.5247 0.85 0.76 -0.18
H 0.8559 1.0318 -3.1496 0.11 0.09 0.16
C 0.8436 -3.7713 1.8269 0.78 -1.06 0.36
H -2.8227 3.8714 1.0806 0.16 -0.25 -0.21
H 4.7223 1.4265 3.1109 -0.09 0.37 -0.37
H 3.2247 2.3530 2.7731 0.12 0.13 0.08
H -3.1752 -0.6716 -3.0132 0.05 -0.27 -0.15
C 1.1704 0.3633 0.6237 0.96 -1.69 1.17
C 0.2348 -0.4627 -0.0097 -0.62 0.32 -0.30
H 4.3567 -0.8162 3.8918 -0.64 -0.63 -0.51
H 4.1837 1.7963 1.4176 0.38 0.15 -0.19
O -2.0251 2.1617 0.1433 -0.31 0.03 -0.16
N -1.0590 -2.5869 -0.1619 0.26 0.79 0.34
H -1.6384 -0.7812 -3.9132 -0.20 -0.06 -0.13
C -1.8696 -3.5447 0.6324 -0.17 -0.47 -0.58
C -0.5445 0.0846 -1.1340 -1.51 -3.01 0.48
H 0.6428 -4.4253 0.9856 -0.32 -0.05 -0.13
C 1.8537 -1.5610 1.9824 -0.34 1.04 -0.71
C 2.0009 -0.2265 1.6194 0.08 1.16 -0.28
```
Positions in Å, forces in eV/Å.

Calculated values
- Strongest force on any atom: 0.06616 Eh/bohr
- Frontier orbital gap: 8.175 eV
- Lowest unoccupied orbital energy: 0.383 eV
- Relative energy (zero: lowest compared OMol25 entry of this formula, charge and spin): 261.4 kJ/mol
- HOMO energy: -7.7919 eV

Entry 2:
# C3H2N2O2

One molecule with the formula C3H2N2O2 in a non-equilibrium geometry (wB97M-V/def2-TZVPD, the OMol25 dataset).

```
9
Properties=species:S:1:pos:R:3:forces:R:3
C -2.2052 0.3971 0.1026 -2.66 0.92 0.53
C -0.9874 -0.1511 0.0767 -0.38 -3.50 -0.12
H -0.9208 -1.3378 0.1883 -0.90 2.25 0.30
O -3.3140 0.8218 0.2077 3.14 -1.11 -0.33
O 2.7525 1.3582 0.2776 -0.29 0.35 0.21
H 1.1899 -1.4409 -0.3793 0.67 2.47 0.95
N 1.2369 -0.3543 -0.2327 -2.87 -3.36 -1.76
N 0.1021 0.3525 -0.5212 0.29 1.68 -0.71
C 2.1461 0.3546 0.2803 3.01 0.30 0.93
```
Positions in Å, forces in eV/Å.

Calculated values
- Strongest force on any atom: 0.09255 Eh/bohr
- Frontier orbital gap (spin up / spin down): 7.796 / 6.471 eV
- Lowest unoccupied orbital energy (spin up / spin down): -0.151 / -0.759 eV
- Relative energy (zero: lowest compared OMol25 entry of this formula, charge and spin): 514.5 kJ/mol
- HOMO energy (spin up / spin down): -7.9467 / -7.2301 eV

Entry 3:
# C32H64N8O8

A 10-piece molecular cluster, C32H64N8O8 overall in a non-equilibrium geometry (wB97M-V/def2-TZVPD, the OMol25 dataset).

```
112
Properties=species:S:1:pos:R:3:forces:R:3
H 6.4779 1.0327 -2.9802 -0.30 0.29 0.17
C -5.5306 2.4756 0.0050 0.47 -1.71 -0.37
C -0.6549 0.2496 0.4623 0.40 1.03 0.87
C 4.1444 -2.1402 -1.3605 -0.03 -0.33 -0.64
C -0.3086 -3.6916 0.2786 -0.03 -1.05 -1.47
H 2.3568 -2.9191 2.4104 -0.09 -0.08 0.17
H -3.6722 1.1955 0.0238 -0.44 0.17 -0.19
N 6.5149 3.0555 -0.3554 -0.02 0.84 0.50
H 3.2777 4.7196 4.5439 -0.08 0.20 -0.37
H -1.6576 3.8542 4.1471 -0.25 0.16 0.00
O 2.2149 -1.6886 -2.7134 -2.49 -1.68 -1.28
C -4.2170 2.0138 0.4946 0.78 1.09 1.48
H 2.7406 1.8746 -2.3198 -0.03 -0.14 0.26
O -4.3010 -4.0134 -3.3598 -0.14 -0.05 -0.06
C 0.4156 3.9940 -1.8193 -0.43 -0.39 0.00
C -0.8379 1.0126 -3.8336 -1.10 0.15 0.33
H 1.8086 -1.6397 1.3826 -0.05 0.40 0.00
H -6.7031 2.2894 1.7614 0.19 -0.02 0.07
H 7.8826 1.3062 -2.0009 0.31 -0.29 -0.16
C -0.5317 1.3960 1.2405 0.37 0.73 -0.45
H -2.7967 -6.0927 -1.2812 0.15 -0.01 -0.26
H 5.0772 -1.6291 -1.1224 -0.12 -0.08 0.22
N 0.7078 1.9696 0.9978 -0.61 -1.07 0.30
C 0.5983 -3.9672 -0.7226 1.43 0.54 0.58
H -6.6350 -1.7752 -0.5913 -0.23 0.28 -0.39
H -4.8688 -3.6835 2.7687 0.62 -0.09 0.17
N -5.5301 -3.3653 0.8588 0.07 -2.61 1.16
H 0.0648 -7.0288 0.2402 -0.13 0.12 -0.11
H 0.8047 0.1140 3.7772 0.07 -0.10 -0.34
H -2.2498 -2.4526 -3.8875 -0.39 0.32 0.02
C 2.9025 1.0571 -3.0224 0.43 -0.59 0.80
O 3.7285 -1.3040 3.7173 -1.25 0.64 -0.64
H 1.9186 0.7164 -3.3447 0.30 -0.11 -0.13
H -6.0545 3.9281 1.5421 0.56 -0.24 0.20
C 6.2132 1.9168 -0.9911 -0.44 1.73 -1.77
H 1.6503 -5.7046 -1.2538 -0.37 -0.03 -0.02
C 5.7810 3.5157 0.8026 -0.39 -0.63 0.79
C 1.4208 4.1312 3.7028 0.37 -0.06 -0.37
H -4.4840 -6.1609 -1.8624 -0.02 0.20 0.12
H 2.4726 1.4007 -0.0481 -0.10 -0.07 -0.10
H 4.3753 -3.0404 -1.9300 0.07 -0.13 0.09
N -0.4996 2.0123 -2.8367 0.19 -1.47 0.91
N 0.8235 -5.3348 -0.8070 0.77 1.40 -0.45
C -0.1212 3.2704 -3.0430 0.27 0.62 0.00
N 0.3556 4.3504 4.4362 -2.73 0.70 -0.70
C 0.0348 -5.9609 0.0819 -1.41 0.34 0.32
O -5.8278 2.2667 -1.1423 -0.87 0.41 -0.84
H 1.2915 -3.2823 -1.1883 -0.17 -0.04 -0.44
H 0.7664 -0.6867 -0.8980 0.40 0.05 -0.07
O 5.3011 1.1968 -0.6572 -0.33 -0.83 1.19
H 3.4818 1.5049 -3.8299 -0.04 -0.39 -0.27
O -0.1436 3.7821 -4.1422 0.11 0.59 -1.00
H -1.3320 5.6393 4.1439 -0.03 -0.13 0.45
H -5.2233 -1.5622 -1.6350 0.27 -0.22 0.22
H 3.2485 3.0221 4.0883 -0.20 0.19 -0.75
H 7.2389 2.6703 -2.7868 -0.50 0.09 0.00
C -0.9841 4.6531 3.8367 0.83 -0.03 0.42
C -2.0142 -2.4388 -2.8234 -0.96 -0.69 -0.41
H -3.6557 2.9458 0.4293 0.72 0.08 -0.35
C -0.7783 -4.9765 0.6347 0.19 -1.18 1.83
H -1.4938 -5.2015 1.4118 -0.11 0.08 -0.04
H 3.6039 -2.4450 -0.4643 0.06 0.14 0.06
H -1.4577 -0.4722 0.4925 -0.17 0.18 -0.15
H -5.4235 -5.1423 2.0719 -0.29 0.01 -0.55
H -1.9115 0.8445 -3.7488 -0.35 0.26 -0.60
N 3.6448 -0.0528 -2.3509 0.32 2.65 -0.96
C 1.4509 1.1593 0.2056 -1.78 -1.01 -1.24
H 1.0330 2.8725 1.3126 -0.11 0.21 0.69
H -2.6893 -1.7903 -2.2650 0.45 0.79 -0.33
C 1.8858 0.2183 3.6847 0.24 1.19 0.68
H -6.4761 -3.6137 0.6068 0.34 0.37 -0.23
C 6.9304 1.7484 -2.2938 1.51 -0.76 0.02
H -3.8270 -4.5669 1.6127 -0.16 0.50 -0.46
O -3.7101 -2.0409 0.8545 -2.72 -0.42 -0.76
C 3.2393 -1.2923 -2.2474 1.14 -0.06 1.63
C 2.6093 -1.0055 3.2956 0.79 -1.47 0.69
H 7.1844 3.7145 -0.7262 -0.13 -0.48 -0.20
H -0.5657 1.3352 -4.8386 0.01 -0.03 0.22
H 5.7963 2.7251 1.5527 0.62 0.28 0.48
C 1.8381 -1.9605 2.4239 0.46 -0.61 -0.45
H -0.9730 4.7284 2.7493 0.52 -0.42 0.10
H -0.9541 -2.1869 -2.7950 -0.09 -0.15 0.72
N -2.3176 -3.7710 -2.3169 1.15 -0.19 0.20
H 1.4925 4.0856 -1.9606 0.03 0.04 0.16
H 2.4609 3.5309 5.4645 -0.41 0.17 0.28
H -0.0129 4.9896 -1.7043 0.01 -0.09 -0.20
H 2.2634 0.6212 4.6245 0.11 -0.19 0.10
O 1.4734 4.2009 2.4854 -0.41 0.25 -1.51
C -6.4350 3.0471 1.0252 -1.35 1.15 0.19
H -0.6183 -2.7213 0.6379 -0.15 -0.14 -0.17
H -7.3550 3.4231 0.5775 -0.08 -0.31 -0.27
C -3.4619 -5.8819 -2.1186 -0.57 0.01 -0.27
H -1.2095 1.9043 1.9104 -0.05 -0.14 -0.06
C -5.6019 -1.4288 -0.6216 -0.33 -0.64 1.25
H -5.5871 -0.3694 -0.3653 0.17 -0.13 0.01
H -3.2445 -6.4510 -3.0224 0.37 -0.42 0.23
H 0.1922 3.4004 -0.9328 0.24 0.25 0.11
C -3.4244 -4.4636 -2.6338 0.09 0.45 0.15
H -1.6883 -4.1183 -1.6073 -0.16 -0.17 -0.05
H 0.3592 4.1729 5.4305 0.17 -0.01 0.03
H 2.1274 0.9907 2.9546 -0.29 0.04 -0.27
C 0.5654 0.1329 -0.2242 1.56 -0.04 0.18
H -4.2541 1.9396 1.5814 0.07 -0.65 0.11
H 6.1959 4.4715 1.1225 0.01 -0.31 0.26
H 4.6989 3.6146 0.7176 -0.07 0.33 -0.96
H -0.4853 0.0104 -3.5899 0.90 0.26 0.06
C 2.6301 3.8495 4.4360 2.31 -0.95 2.38
C -4.8452 -4.2487 1.8370 -0.99 0.53 0.75
H 4.4404 0.1909 -1.7783 -0.05 0.44 -0.06
H -0.4816 1.6873 -1.8806 0.10 -0.14 -0.02
C -4.8900 -2.2885 0.4575 3.40 2.41 -1.35
H 0.8002 -2.0898 2.7308 0.05 0.11 0.15
```
Positions in Å, forces in eV/Å.

Calculated values
- Total charge: -1
- ⟨S²⟩: 0.750
- Strongest force on any atom: 0.08520 Eh/bohr
- Frontier orbital gap (spin up / spin down): 1.571 / 7.819 eV
- Lowest unoccupied orbital energy (spin up / spin down): 2.037 / 1.966 eV
- 2S+1: 2
- HOMO energy (spin up / spin down): 0.4653 / -5.8531 eV